{"formula": "C2H26O13", "method": "ωB97M-V/def2-TZVPD", "species": ["O", "O", "O", "O", "O", "O", "O", "O", "O", "O", "O", "O", "O", "C", "C", "H", "H", "H", "H", "H", "H", "H", "H", "H", "H", "H", "H", "H", "H", "H", "H", "H", "H", "H", "H", "H", "H", "H", "H", "H", "H"], "coordinates": [[17.6186, -1.8945, 22.0883], [18.8857, -8.4348, 17.9602], [13.9902, -7.2058, 21.3946], [17.7418, -6.1637, 19.0926], [19.8047, -4.5142, 23.2679], [16.5716, -6.2013, 23.8636], [15.8604, -7.9102, 19.3721], [14.2148, -4.3183, 20.1820], [14.5837, -1.5548, 19.4907], [16.8801, -5.3150, 20.9650], [18.6474, -0.9742, 17.9089], [21.0401, -6.1450, 19.4713], [18.4543, -8.2459, 21.5821], [17.6751, -3.7848, 19.3003], [17.4358, -5.1894, 19.8549], [17.5710, -8.5774, 21.7673], [13.4126, -4.8287, 20.3258], [18.6573, -7.4976, 18.0625], [19.5399, -5.1909, 23.8988], [17.7231, -3.7597, 18.2121], [15.6376, -6.4247, 23.8658], [14.3450, -1.1029, 20.3046], [16.5608, -7.2781, 18.9848], [16.2186, -8.7877, 19.6010], [17.0178, -1.1623, 22.2552], [13.6215, -7.0623, 22.2726], [16.7617, -5.9458, 22.9465], [17.7697, -0.5975, 17.7872], [14.9430, -7.2688, 21.5400], [14.4776, -2.4986, 19.6938], [18.8093, -8.6083, 17.0167], [14.9320, -4.8896, 20.4951], [18.6458, -3.4042, 19.6201], [16.8653, -3.1062, 19.5620], [18.4082, -7.9167, 20.6744], [15.0626, -8.0219, 18.8253], [21.5253, -5.8090, 18.7119], [18.8746, -0.7673, 18.8219], [17.1032, -2.5174, 21.5631], [20.1134, -5.9989, 19.2531], [19.1359, -4.5548, 22.5766]], "nbo_charge": [-0.936, -0.966, -0.962, -0.874, -0.938, -0.947, -0.796, -0.981, -0.969, -0.787, -0.945, -0.933, -0.914, -0.751, 0.823, 0.442, 0.482, 0.495, 0.470, 0.237, 0.447, 0.462, 0.570, 0.558, 0.464, 0.481, 0.497, 0.473, 0.479, 0.497, 0.468, 0.502, 0.252, 0.231, 0.471, 0.553, 0.464, 0.474, 0.473, 0.468, 0.469], "lumo_energy_ev": -1.37, "fmax_ev_per_a": 2.305, "total_energy_ha": -1069.87143, "de_lowest_kj_mol": 27.6}